8
Properties=species:S:1:pos:R:3:forces:R:3 method="wB97M-V/def2-TZVPD" homo_ev="-5.42 / -11.01" homo_lumo_gap_ha="0.2177 / 0.2777" s2=2.004 spin_multiplicity=3 relative_energy_ev=1.904
C -0.679873 0.023609 -0.318944 3.9 1.2 -0.3
O 0.045921 -1.198236 -0.386016 1.6 3.0 -1.5
P -2.331194 -0.029836 -0.837195 0.1 -2.2 -2.1
Cl -2.832969 -1.550236 0.317726 -1.3 -1.1 0.5
Cl -3.076598 1.566423 0.229004 -1.8 2.9 1.8
H -0.698745 0.406682 0.743808 -0.1 -0.2 -0.8
H -0.103191 0.769234 -0.932722 -0.6 -0.5 0.6
H -0.519303 -1.740492 0.063530 -1.9 -3.1 1.9